Arrangement 1

DFT (wB97M-V/def2-TZVPD) results for a molecular structure, C2H6F2Si.

Atoms and positions in Å:
C1 -1.762 0.326 0.073
C2 1.133 -0.656 0.515
F1 2.485 -1.042 0.445
F2 0.822 -0.182 -2.377
Si1 0.530 0.487 -0.935
H1 -1.703 -0.437 0.802
H2 -1.798 1.349 0.348
H3 -2.510 0.167 -0.652
H4 1.014 -0.096 1.509
H5 0.620 -1.567 0.734
H6 1.168 1.652 -0.462

Values from the calculation:
LUMO energy = 0.23 eV
2S+1 = 1
orbital gap = 9.71 eV


Arrangement 2

DFT (wB97M-V/def2-TZVPD) results for a single C2H6F2Si molecule.

Atoms and positions in Å:
C1 -0.284 -1.353 -0.833
C2 0.734 1.051 0.794
F1 1.819 0.268 0.654
F2 -1.343 1.251 -1.093
Si1 -0.780 0.245 0.036
H1 0.768 -1.041 -0.924
H2 -0.123 -2.171 -0.112
H3 -0.673 -1.806 -1.698
H4 1.127 1.867 0.304
H5 0.541 1.341 1.820
H6 -1.786 0.348 1.053

Values from the calculation:
SMILES string = C[Si@H](F)CF
LUMO energy = 0.97 eV
2S+1 = 1
orbital gap = 11.93 eV


Which structure is the most stable? The one labeled arrangement 2.


Arrangement 1

DFT (wB97M-V/def2-TZVPD) results for a single C3H4N2O2 molecule.

Atoms and positions in Å:
N1 -0.312 1.572 -1.345
C1 0.217 0.771 -0.322
C2 1.520 0.404 -0.275
O1 1.254 -0.749 1.266
C3 0.071 -0.903 0.965
O2 -0.473 -2.085 0.776
N2 -0.745 0.189 0.580
H1 -1.182 1.154 -1.664
H2 0.344 1.559 -2.122
H3 0.272 -2.711 0.768
H4 -0.965 0.799 1.372

Values from the calculation:
LUMO energy = 0.20 eV
2S+1 = 1
orbital gap = 8.66 eV


Arrangement 2

DFT (wB97M-V/def2-TZVPD) results for a single C3H4N2O2 molecule.

Atoms and positions in Å:
C1 -1.174 -0.486 0.039
C2 -0.573 1.024 0.029
C3 1.196 -0.441 -0.053
H1 -0.769 1.468 0.905
H2 -1.156 1.601 -0.783
H3 1.763 1.297 -0.131
H4 -0.006 -2.262 -0.248
N1 0.890 0.820 -0.004
N2 -0.053 -1.288 -0.255
O1 -2.359 -0.789 0.223
O2 2.240 -0.945 0.277

Values from the calculation:
SMILES string = O=C1CNC(=O)N1
LUMO energy = 0.66 eV
2S+1 = 1
orbital gap = 11.04 eV


Arrangement 3

DFT (wB97M-V/def2-TZVPD) results for a single C3H4N2O2 molecule.

Atoms and positions in Å:
C1 1.694 1.757 -0.434
C2 0.776 0.662 -0.184
C3 -0.843 -0.720 -0.082
H1 1.686 1.997 -1.512
H2 1.236 2.636 -0.054
H3 2.732 1.540 -0.145
H4 -2.111 -2.031 0.270
N1 0.000 -0.001 -0.995
N2 -0.547 -0.561 1.137
O1 -1.722 -1.694 -0.515
O2 0.537 0.394 1.095

Values from the calculation:
SMILES string = Cc1nc(O)no1
LUMO energy = 0.80 eV
2S+1 = 1
orbital gap = 11.37 eV


Which structure is the most stable? The one labeled arrangement 2.